Computed, not measured: the ion C9H14N3 with charge +1, with the ωB97M-V functional and the def2-TZVPD basis.

* total charge: +1
* HOMO: -0.4563 Eh
* SMILES: C[C@H]1C=Cc2c(cn(C)[n+]2N)C1
* energy relative to the best compared isomer or geometry (same formula, charge and spin): 286.04 kJ/mol
* orbital gap: 8.71 eV
* calculated total energy: -14021.0171 eV

Structure (XYZ):
```
26
Properties=species:S:1:pos:R:3:forces:R:3
C 1.387801 0.048862 -1.250656 -2.50 -0.09 1.30
C 0.427533 -0.625315 -0.464394 1.86 -0.87 1.29
C -0.776864 0.011725 -0.433752 1.97 3.48 -4.37
C -1.931648 -0.287966 0.299880 0.26 -0.87 1.43
C -1.690833 -1.178906 1.276618 -1.09 -1.38 0.19
C 0.647794 -1.831558 0.414949 -3.08 -0.92 -2.97
C -0.386404 -1.869427 1.523697 1.25 1.29 1.39
C 0.177149 -1.054289 2.756388 1.14 -0.64 -2.23
C 1.406611 2.216217 -2.565269 -1.19 -1.49 -1.54
N 0.834109 1.118920 -1.765197 -2.75 0.25 -0.14
N -0.597337 1.112427 -1.388516 1.86 -1.23 1.42
N -1.428439 2.122592 -1.821638 4.04 -1.27 -0.56
H 2.405435 -0.202540 -1.317614 1.09 -0.03 -0.40
H -2.841859 0.246254 0.230212 -0.68 0.43 -0.20
H -2.471173 -1.452558 2.010416 0.33 0.37 -0.56
H 0.453377 -2.712365 -0.277490 0.26 0.68 0.81
H 1.577191 -2.000481 0.823218 2.33 0.13 0.69
H -0.391243 -2.912242 1.814952 -1.01 -0.11 0.27
H 0.756153 -0.193135 2.445001 -0.59 0.67 -0.21
H 0.901819 -1.577056 3.296867 1.34 -1.56 0.54
H -0.518160 -0.883892 3.488617 -2.09 1.05 1.48
H 1.033142 2.112167 -3.688223 1.37 0.31 2.40
H 0.986163 3.062941 -2.117687 -0.72 1.62 0.14
H 2.466496 2.278173 -2.312676 -0.02 -0.41 -0.76
H -1.712416 2.749902 -1.169155 -0.47 2.18 2.80
H -2.182965 1.768311 -2.258376 -2.90 -1.60 -2.22
```
Forces are in eV/Å.

natural (NBO) population analysis, charges in e, atoms 1 to 6:
1. C 0.0912
2. C -0.1145
3. C 0.2275
4. C -0.3299
5. C -0.0032
6. C -0.4078

Computed, not measured: a cluster of 8 separate species, C4H24O8S in total, with the ωB97M-V functional and the def2-TZVPD basis.

* total charge: +1
* 2S+1: 2
* HOMO (spin up / spin down): -0.4889 / -0.4885 Eh
* orbital gap (spin up / spin down): 9.16 / 3.99 eV
* calculated total energy: -31743.4092 eV

Structure (XYZ):
```
37
Properties=species:S:1:pos:R:3:forces:R:3
C -0.370114 -0.672346 1.252914 1.15 0.11 0.96
O 0.756310 -0.628131 2.119313 -0.34 -0.35 0.60
C -0.172378 -1.626962 0.100703 -0.73 0.68 -0.15
C -1.501178 -1.713580 -0.673241 -0.41 -1.18 0.05
C -1.532541 -0.917238 -1.982333 0.63 0.04 0.57
S -2.938052 -1.400013 -2.950605 0.24 0.29 0.21
H -1.195851 -0.937409 1.909768 -0.22 -0.30 -0.16
H -0.556969 0.341636 0.924004 -0.28 0.22 -0.56
H 1.607381 -0.755855 1.687044 0.06 0.14 -0.41
H 0.118283 -2.621473 0.423568 0.11 -0.02 0.10
H 0.621856 -1.206097 -0.519077 0.07 -0.14 -0.03
H -2.369138 -1.446831 -0.063043 0.22 0.50 0.16
H -1.702141 -2.763954 -0.863604 0.15 -0.29 -0.40
H -1.480641 0.143477 -1.699668 -0.54 0.17 -0.40
H -0.649096 -1.093239 -2.596700 -0.14 -0.08 -0.29
H -3.769757 -1.595691 -1.899907 -0.08 0.09 -0.09
H 3.129031 -2.148486 0.155911 0.10 -0.47 0.01
H 3.582999 -2.468534 1.632759 -0.10 -0.23 -0.26
O 3.622291 -1.828039 0.916603 -0.18 0.71 0.16
H -3.594394 1.558603 1.086125 -0.09 0.30 0.01
H -2.500057 2.556168 0.514860 -0.16 -0.22 0.31
O -2.678391 1.837386 1.158036 0.12 -0.20 -0.31
H -0.847652 3.762078 0.943486 0.09 0.15 -0.36
H -0.586977 3.881184 -0.603613 0.00 0.08 0.29
O -1.271922 3.884664 0.076693 0.00 -0.18 0.12
H 1.880400 0.677183 -1.642153 0.15 0.04 0.33
H 2.197837 2.107928 -1.229674 0.01 -0.57 -0.16
O 2.253053 1.492451 -1.980229 -0.11 0.39 -0.51
H 1.075368 2.228695 1.035960 0.28 -0.24 0.37
H 2.571921 1.790033 1.117123 -0.24 0.04 0.06
O 1.735171 1.622070 0.662701 -0.03 0.38 -0.11
H 2.443950 -2.690160 -2.987812 0.06 0.03 0.13
H 1.416180 -1.911052 -2.156373 0.11 0.09 -0.19
O 2.051581 -2.626673 -2.107775 -0.03 -0.14 0.07
H -1.240532 1.933332 2.670029 0.23 -0.47 -0.07
H 0.187097 1.201614 2.731179 -0.35 -0.32 0.13
O -0.292927 2.033260 2.837027 0.22 0.90 -0.17
```
Forces are in eV/Å.

natural (NBO) population analysis, charges in e, atoms 1 to 6:
1. C -0.0681
2. O -0.7402
3. C -0.4202
4. C -0.4081
5. C -0.6138
6. S 0.7406

Please write out number 1 again, unchanged.
Computed, not measured: the ion C9H14N3 with charge +1, with the ωB97M-V functional and the def2-TZVPD basis.

* total charge: +1
* HOMO: -0.4563 Eh
* SMILES: C[C@H]1C=Cc2c(cn(C)[n+]2N)C1
* energy relative to the best compared isomer or geometry (same formula, charge and spin): 286.04 kJ/mol
* orbital gap: 8.71 eV
* calculated total energy: -14021.0171 eV

Structure (XYZ):
```
26
Properties=species:S:1:pos:R:3:forces:R:3
C 1.387801 0.048862 -1.250656 -2.50 -0.09 1.30
C 0.427533 -0.625315 -0.464394 1.86 -0.87 1.29
C -0.776864 0.011725 -0.433752 1.97 3.48 -4.37
C -1.931648 -0.287966 0.299880 0.26 -0.87 1.43
C -1.690833 -1.178906 1.276618 -1.09 -1.38 0.19
C 0.647794 -1.831558 0.414949 -3.08 -0.92 -2.97
C -0.386404 -1.869427 1.523697 1.25 1.29 1.39
C 0.177149 -1.054289 2.756388 1.14 -0.64 -2.23
C 1.406611 2.216217 -2.565269 -1.19 -1.49 -1.54
N 0.834109 1.118920 -1.765197 -2.75 0.25 -0.14
N -0.597337 1.112427 -1.388516 1.86 -1.23 1.42
N -1.428439 2.122592 -1.821638 4.04 -1.27 -0.56
H 2.405435 -0.202540 -1.317614 1.09 -0.03 -0.40
H -2.841859 0.246254 0.230212 -0.68 0.43 -0.20
H -2.471173 -1.452558 2.010416 0.33 0.37 -0.56
H 0.453377 -2.712365 -0.277490 0.26 0.68 0.81
H 1.577191 -2.000481 0.823218 2.33 0.13 0.69
H -0.391243 -2.912242 1.814952 -1.01 -0.11 0.27
H 0.756153 -0.193135 2.445001 -0.59 0.67 -0.21
H 0.901819 -1.577056 3.296867 1.34 -1.56 0.54
H -0.518160 -0.883892 3.488617 -2.09 1.05 1.48
H 1.033142 2.112167 -3.688223 1.37 0.31 2.40
H 0.986163 3.062941 -2.117687 -0.72 1.62 0.14
H 2.466496 2.278173 -2.312676 -0.02 -0.41 -0.76
H -1.712416 2.749902 -1.169155 -0.47 2.18 2.80
H -2.182965 1.768311 -2.258376 -2.90 -1.60 -2.22
```
Forces are in eV/Å.

natural (NBO) population analysis, charges in e, atoms 1 to 6:
1. C 0.0912
2. C -0.1145
3. C 0.2275
4. C -0.3299
5. C -0.0032
6. C -0.4078

Look up the calculated total energy of the first one. -14021.0171 eV